C12H27MnN6O2S5 as an isolated structure. Source: the OMol25 dataset; level of theory: the ωB97M-V functional and the def2-TZVPD basis.

Calculated values
Net charge: +1
LUMO level (alpha / beta) in eV: -2.81 / -2.81
Energy above the lowest of the compared OMol25 structures with the same formula, charge and spin in kcal/mol: 13.8
Spin multiplicity: 2
HOMO level (alpha / beta) in eV: -9.21 / -9.21
E_tot in Ha: -4094.211639

Last column: Löwdin spin population.
Cartesian coordinates (Å):
Mn 0.36 0.35 -0.15  0.979
N 0.33 0.88 1.92  0.003
C -1.08 0.57 2.29  -0.001
C -1.97 1.40 1.41  0.000
N -1.60 1.22 -0.02  -0.007
C -1.60 2.53 -0.71  -0.001
C -0.27 3.21 -0.51  -0.001
N 0.76 2.24 -0.93  0.002
C -2.55 0.31 -0.72  0.000
C -1.93 -0.17 -2.02  -0.001
N -0.57 -0.70 -1.74  0.005
H 0.53 1.85 2.14  0.002
H 0.97 0.34 2.50  0.001
H -1.28 -0.49 2.10  0.000
H -1.28 0.78 3.34  -0.001
H -3.02 1.15 1.57  0.000
H -1.85 2.46 1.66  0.000
H -1.76 2.37 -1.77  0.000
H -2.43 3.15 -0.36  0.000
H -0.22 4.15 -1.07  -0.001
H -0.10 3.46 0.54  0.000
H 0.81 2.21 -1.95  0.002
H 1.68 2.53 -0.63  0.001
H -2.71 -0.54 -0.06  0.000
H -3.51 0.81 -0.90  0.000
H -2.57 -0.94 -2.45  0.000
H -1.85 0.63 -2.75  0.000
H -0.75 -1.63 -1.33  0.000
H -0.07 -0.85 -2.60  0.004
C 4.82 -2.35 0.44  0.000
O 4.18 -1.17 -0.09  0.002
C 2.89 -1.00 0.05  0.005
O 2.36 0.02 -0.42  0.008
N 2.16 -1.90 0.73  0.001
N 0.75 -1.72 0.72  -0.001
H 5.87 -2.23 0.21  0.000
H 4.44 -3.24 -0.04  0.000
H 4.69 -2.39 1.53  0.000
H 2.52 -2.81 0.99  0.000
H 0.41 -1.84 1.67  0.000
H 0.32 -2.48 0.20  0.000
C -4.51 -2.94 3.01  0.000
S -4.55 -1.44 2.01  0.000
C -4.53 -2.13 0.40  0.000
C -3.48 -2.75 -0.18  0.000
S -1.89 -2.98 0.46  0.000
S -3.79 -3.33 -1.81  0.000
C -5.43 -2.76 -1.99  0.000
S -6.29 -2.93 -3.36  0.000
S -6.01 -2.00 -0.54  0.000
H -4.52 -2.62 4.06  0.000
H -3.60 -3.50 2.80  0.000
H -5.39 -3.54 2.82  0.000

***

C3H8N2S in the gas phase in a non-equilibrium geometry. Source: the OMol25 dataset; level of theory: the ωB97M-V functional and the def2-TZVPD basis.

Calculated values
Net charge: 0
LUMO level in eV: 0.95
Energy above the lowest of the compared OMol25 structures with the same formula, charge and spin in kcal/mol: 41.7
HOMO level in eV: -9.00
E_tot in Ha: -626.756788

Last column: Löwdin charge in e.
Cartesian coordinates (Å):
C 0.06 -2.17 -0.26  -0.324
C 0.02 -0.73 0.18  -0.228
C -0.91 0.16 -0.59  -0.315
H 0.37 -2.68 1.58  0.072
H 0.96 -3.95 0.59  0.071
H -0.91 -2.59 -0.40  0.094
H 0.56 -2.21 -1.23  0.112
H -0.37 -0.81 1.25  0.134
H 1.07 -0.37 0.24  0.103
H -1.78 -0.22 -1.12  0.114
H -0.07 3.50 -0.10  -0.176
N 0.87 -2.93 0.70  -0.021
N -0.88 1.41 -0.68  -0.365
S 0.32 2.28 0.19  0.730

***

A 2-piece molecular cluster, CH3Br2O2P overall in a non-equilibrium geometry. Source: the OMol25 dataset; level of theory: the ωB97M-V functional and the def2-TZVPD basis.

Calculated values
Net charge: 0
LUMO level (alpha / beta) in eV: -3.22 / -3.22
Energy above the lowest of the compared OMol25 structures with the same formula, charge and spin in kcal/mol: 83.5
HOMO level (alpha / beta) in eV: -9.54 / -9.55
E_tot in Ha: -5679.692319

Last column: Löwdin charge in e.
Cartesian coordinates (Å):
C -1.70 0.12 -0.55  -0.288
O 1.64 0.18 2.20  -0.454
O -0.59 -0.65 -0.63  -0.267
P 1.62 -0.08 0.78  0.052
Br 2.65 1.51 -0.46  0.315
Br 2.56 -2.02 0.40  0.377
H -1.53 1.14 -1.07  0.101
H -2.13 0.17 0.44  0.067
H -2.52 -0.37 -1.11  0.098

***

C51H45CrN3O6S3 as an isolated structure. Source: the OMol25 dataset; level of theory: the ωB97M-V functional and the def2-TZVPD basis.

Calculated values
Net charge: -1
LUMO level (alpha / beta) in eV: 1.84 / 1.84
Spin multiplicity: 2
HOMO level (alpha / beta) in eV: -5.16 / -4.64
E_tot in Ha: -4825.374135

Last column: Löwdin spin population.
Cartesian coordinates (Å):
Cr -0.64 1.64 -0.01  0.996
O -1.98 2.83 -0.46  -0.029
C -2.87 2.71 -1.52  -0.001
C -2.27 1.80 -2.63  0.001
C -2.26 0.37 -2.20  0.001
C -2.88 -0.62 -2.95  0.000
C -3.01 -1.89 -2.42  0.000
C -2.52 -2.14 -1.15  0.000
C -1.85 -1.13 -0.47  0.000
C -1.21 -1.39 0.85  0.001
C -1.50 -0.38 1.99  0.007
O -1.23 0.92 1.59  0.026
C -2.94 -0.45 2.52  0.000
C -3.85 -1.43 2.18  0.000
C -5.11 -1.47 2.77  0.000
C -5.46 -0.53 3.73  0.000
C -4.55 0.47 4.06  0.000
C -3.31 0.51 3.46  0.000
C -0.59 -0.76 3.17  0.000
C 0.25 0.20 3.73  0.000
C 1.07 -0.13 4.80  0.000
C 1.08 -1.41 5.32  0.000
C 0.24 -2.37 4.77  0.000
C -0.59 -2.04 3.71  0.000
N -1.70 0.09 -1.01  0.000
C -4.22 2.17 -1.01  0.000
C -5.16 1.58 -1.85  0.000
C -6.37 1.11 -1.35  0.000
C -6.65 1.23 0.00  0.000
C -5.71 1.80 0.84  0.000
C -4.50 2.26 0.34  0.000
C -3.07 4.11 -2.13  -0.001
C -2.22 5.14 -1.74  0.000
C -2.35 6.41 -2.30  0.000
C -3.33 6.66 -3.25  0.000
C -4.18 5.64 -3.65  0.000
C -4.04 4.37 -3.09  0.000
H -1.25 2.17 -2.80  0.000
H -2.82 1.89 -3.57  0.000
H -3.29 -0.37 -3.92  0.000
H -3.51 -2.67 -2.98  0.000
H -2.63 -3.11 -0.68  0.000
H -0.13 -1.36 0.70  0.000
H -1.45 -2.41 1.16  0.000
H -3.60 -2.18 1.44  0.000
H -5.82 -2.24 2.48  0.000
H -6.44 -0.56 4.19  0.000
H -4.82 1.22 4.80  0.000
H -2.60 1.29 3.71  0.000
H 0.25 1.20 3.31  0.000
H 1.72 0.63 5.22  0.000
H 1.73 -1.66 6.15  0.000
H 0.22 -3.38 5.18  0.000
H -1.26 -2.79 3.31  0.000
H -4.96 1.47 -2.91  0.000
H -7.08 0.65 -2.02  0.000
H -7.59 0.85 0.40  0.000
H -5.92 1.88 1.90  0.000
H -3.75 2.69 1.00  0.000
H -1.43 4.94 -1.03  0.000
H -1.67 7.19 -2.00  0.000
H -3.43 7.65 -3.68  0.000
H -4.95 5.82 -4.39  0.000
H -4.72 3.59 -3.42  0.000
S 1.31 -1.07 -1.99  0.000
C 2.11 -1.69 -0.70  0.000
N 2.49 -2.97 -0.57  0.000
C 3.45 -3.39 0.45  0.000
C 4.42 -2.26 0.67  0.000
N 3.66 -1.10 1.10  0.000
C 4.29 -0.22 2.08  0.000
C 5.38 0.61 1.46  0.000
C 6.72 0.32 1.70  0.000
C 7.73 1.07 1.10  0.000
C 7.40 2.12 0.26  0.000
C 6.06 2.42 0.02  0.000
C 5.05 1.67 0.61  0.000
C 2.51 -0.76 0.45  -0.001
S 1.65 0.57 0.84  -0.003
C 2.07 -4.01 -1.51  0.000
C 3.20 -4.42 -2.43  0.000
C 3.62 -5.74 -2.50  0.000
C 4.67 -6.11 -3.33  0.000
C 5.31 -5.14 -4.10  0.000
C 4.90 -3.82 -4.03  0.000
C 3.85 -3.46 -3.20  0.000
H 3.96 -4.27 0.08  0.000
H 2.94 -3.64 1.39  0.000
H 4.98 -2.05 -0.25  0.000
H 5.14 -2.50 1.45  0.000
H 4.70 -0.86 2.87  0.000
H 3.52 0.41 2.51  0.000
H 6.98 -0.50 2.36  0.000
H 8.77 0.83 1.30  0.000
H 8.18 2.70 -0.21  0.000
H 5.79 3.25 -0.62  0.000
H 4.02 1.95 0.44  0.000
H 1.23 -3.61 -2.07  0.000
H 1.73 -4.87 -0.93  0.000
H 3.12 -6.49 -1.89  0.000
H 4.99 -7.14 -3.38  0.000
H 6.13 -5.42 -4.75  0.000
H 5.39 -3.06 -4.63  0.000
H 3.52 -2.42 -3.15  0.000
O 0.90 4.69 -1.27  0.000
S 1.21 3.44 -0.63  0.005
O 2.64 3.18 -0.49  0.001
O 0.48 3.25 0.68  0.001
O 0.57 2.25 -1.40  -0.002

***

A 3-piece molecular cluster, C4H11NO overall in a non-equilibrium geometry. Source: the OMol25 dataset; level of theory: the ωB97M-V functional and the def2-TZVPD basis.

Calculated values
Net charge: 0
LUMO level in eV: -2.85
Energy above the lowest of the compared OMol25 structures with the same formula, charge and spin in kcal/mol: 192.8
HOMO level in eV: -7.39
E_tot in Ha: -288.709693

Last column: Löwdin charge in e.
Cartesian coordinates (Å):
C -2.12 -0.16 -0.64  -0.149
C -0.64 -0.43 -0.58  -0.042
C 0.13 -0.76 0.55  -0.452
C -0.44 -1.25 1.75  0.171
N 1.49 -0.38 0.56  0.018
H -2.38 0.83 -0.06  0.114
H -2.37 -0.16 -1.71  0.063
H -2.80 -0.98 -0.25  0.089
H -0.19 -0.44 -1.66  0.142
H -0.87 2.45 -1.69  0.019
H -1.50 -1.53 1.73  0.070
H 0.10 -1.37 2.63  0.050
H 1.72 0.35 -0.25  0.085
H 1.96 -1.42 0.71  0.171
H 0.88 1.99 -0.29  -0.017
H 0.63 2.17 -1.58  -0.036
O 1.61 2.05 -0.99  -0.294

***

CH3ClOP2 in the gas phase in a non-equilibrium geometry. Source: the OMol25 dataset; level of theory: the ωB97M-V functional and the def2-TZVPD basis.

Calculated values
Net charge: 0
LUMO level in eV: -1.24
Energy above the lowest of the compared OMol25 structures with the same formula, charge and spin in kcal/mol: 29.9
HOMO level in eV: -8.60
E_tot in Ha: -1257.956223

Last column: Löwdin charge in e.
Cartesian coordinates (Å):
C -1.07 0.59 -0.84  -0.992
O 1.64 -2.17 1.34  -0.542
P 1.16 -0.83 1.03  0.526
P -0.46 -1.15 -0.42  0.629
Cl 0.14 1.67 -1.60  0.409
H -1.86 0.52 -1.45  -0.061
H -1.40 1.33 0.01  0.055
H 1.86 0.04 1.93  -0.025

***

C8H6ClNO in the gas phase in a non-equilibrium geometry. Source: the OMol25 dataset; level of theory: the ωB97M-V functional and the def2-TZVPD basis.

Calculated values
Net charge: 0
LUMO level in eV: 0.10
Energy above the lowest of the compared OMol25 structures with the same formula, charge and spin in kcal/mol: 7.1
HOMO level in eV: -9.91
E_tot in Ha: -898.571543

Last column: Löwdin charge in e.
Cartesian coordinates (Å):
C 3.27 1.17 -0.22  -0.243
C -1.57 0.37 0.53  -0.071
C -1.07 -0.80 -0.03  -0.070
C -0.64 1.35 0.86  -0.076
C 0.27 -0.93 -0.39  -0.023
C 0.67 1.27 0.46  -0.041
C 1.16 0.09 -0.07  -0.273
C 2.61 -0.12 -0.25  -0.729
N 3.81 2.17 -0.11  0.208
O 3.02 -0.75 -1.57  -0.001
Cl 3.29 -1.13 1.07  0.740
H -2.57 0.37 0.91  0.102
H -1.76 -1.40 -0.59  0.095
H -0.99 2.25 1.48  0.136
H 0.68 -1.89 -0.72  0.124
H 1.37 2.14 0.29  0.127
H 3.36 -1.56 -1.46  -0.005